# 1
2 unconnected molecules or ions with the total composition C9H14O at a distorted geometry, computed with the ωB97M-V functional and the def2-TZVPD basis.

Results
2S+1: 2
charge: +1
electronic energy: -426.25428 Ha
LUMO energy (alpha / beta): -3.86 / -7.60 eV
energy relative to the best compared isomer or geometry (same formula, charge and spin): 57.7 kJ/mol

CARTESIAN COORDINATES (ANGSTROEM)
C -2.014 1.547 1.980
C -2.685 0.170 2.140
H -0.946 1.519 2.163
H -2.054 1.942 0.955
H -2.536 2.284 2.584
H -2.273 -0.263 3.051
H -3.765 0.087 2.111
H -2.387 -0.461 1.295
C 2.212 1.591 -1.779
C 1.268 0.266 0.113
C 1.741 0.301 -1.206
C 0.589 -0.864 0.531
C 1.469 -0.728 -2.148
C 0.316 -1.870 -0.410
C 0.793 -1.854 -1.743
O -0.463 -2.844 0.018
H 1.453 1.094 0.778
H 0.310 -0.862 1.572
H 1.660 2.063 -2.604
H 3.193 1.587 -2.274
H 1.911 -0.817 -3.128
H 0.545 -2.664 -2.415
H -0.538 -3.567 -0.591
H 2.202 2.344 -0.991


# 2
2 unconnected molecules or ions with the total composition C9H14O at a distorted geometry, computed with the ωB97M-V functional and the def2-TZVPD basis.

Results
2S+1: 2
charge: +1
electronic energy: -426.19854 Ha
LUMO energy (alpha / beta): -4.41 / -8.22 eV
energy relative to the best compared isomer or geometry (same formula, charge and spin): 204.0 kJ/mol

CARTESIAN COORDINATES (ANGSTROEM)
C -0.408 1.086 -1.576
C 1.689 -1.573 -3.094
C 1.820 -2.522 -2.041
C 0.775 -0.556 -2.994
C 0.127 -0.313 -1.697
C 0.977 -2.388 -0.936
C 0.206 -1.249 -0.689
H 2.284 -1.747 -3.967
H 2.561 -3.285 -2.217
H 0.690 0.100 -3.843
H 0.833 -3.200 -0.226
H -1.391 0.903 -2.078
H 0.114 1.747 -2.255
H 0.072 -1.041 0.362
H -0.778 1.384 -0.597
C -0.553 1.164 2.735
C -1.920 1.263 3.369
O 0.472 1.904 3.355
H -0.225 0.137 2.547
H -0.560 1.558 1.696
H -2.140 2.301 3.626
H 0.221 2.707 3.788
H -2.227 0.576 4.167
H -2.638 1.043 2.564